Run one
C2H3N3O | wB97M-V/def2-TZVPD

LUMO = 0.037 Eh
SMILES = Nc1ncon1
2S+1 = 1

```
9
C2H3N3O (wB97M-V/def2-TZVPD)
C 0.22 0.18 -0.25
C -1.30 -0.67 0.91
H 1.80 1.18 -1.10
H 1.46 -0.32 -1.78
H -2.08 -1.29 1.28
N 1.07 0.50 -1.32
N -0.66 -0.85 -0.18
N 0.24 0.91 0.83
O -0.77 0.36 1.62
```

What are the Mulliken partial charges on each atom? They are as follows, in elementary charge units: C 0.45; C 0.12; H 0.27; H 0.26; H 0.40; N -0.47; N -0.51; N -0.37; O -0.13

Run two
C2H3N3O | wB97M-V/def2-TZVPD

LUMO = 0.016 Eh
2S+1 = 1

```
9
C2H3N3O (wB97M-V/def2-TZVPD)
O -1.57 1.84 0.00
C -0.93 0.81 0.10
N 0.53 0.76 0.07
C 0.92 -0.50 0.01
N -0.20 -1.23 0.12
N -1.33 -0.46 0.22
H 1.11 1.59 0.04
H 1.95 -0.85 -0.05
H -0.49 -1.96 -0.51
```

What are the Mulliken partial charges on each atom? They are as follows, in elementary charge units: O -0.62; C 0.38; N -0.05; C -0.03; N 0.09; N -0.64; H 0.20; H 0.38; H 0.29

Run three
C2H3N3O | wB97M-V/def2-TZVPD

LUMO (spin up / spin down) = -0.149 / -0.089 Eh
2S+1 = 1

```
9
C2H3N3O (wB97M-V/def2-TZVPD)
C 2.08 -0.26 0.01
C -1.39 0.01 -0.18
N 3.10 0.16 -0.53
N 1.23 -0.75 0.74
N -0.59 0.96 0.16
O -1.11 -1.20 -0.19
H -2.54 0.30 -0.46
H 0.14 -1.08 0.41
H -0.92 1.86 0.03
```

What are the Mulliken partial charges on each atom? They are as follows, in elementary charge units: C 0.61; C 0.34; N -0.43; N -0.45; N -0.45; O -0.57; H 0.28; H 0.44; H 0.22

Run four
C2H3N3O | wB97M-V/def2-TZVPD

LUMO = 0.013 Eh
2S+1 = 1

```
9
C2H3N3O (wB97M-V/def2-TZVPD)
N 0.02 -0.26 1.35
C 0.80 0.13 0.28
C 0.14 0.16 -1.04
N -1.15 0.28 -1.15
N -2.27 0.39 -1.24
O 1.96 0.46 0.40
H 0.54 -0.36 2.21
H -0.70 -0.96 1.20
H 0.72 0.25 -1.94
```

What are the Mulliken partial charges on each atom? They are as follows, in elementary charge units: N -0.46; C 0.47; C -0.20; N 0.46; N -0.56; O -0.59; H 0.25; H 0.23; H 0.38

So which one is most stable? That would be run one, about 0.0020 hartree below the next structure.

Run one
C2H3N3O | wB97M-V/def2-TZVPD

LUMO (spin up / spin down) = -0.061 / -0.093 Eh
2S+1 = 1

```
9
C2H3N3O (wB97M-V/def2-TZVPD)
O -1.94 -0.32 0.27
C -0.67 -0.14 -0.15
N 0.37 -1.00 -0.07
C 1.43 -0.19 -0.23
N 1.13 1.11 -0.39
N -0.19 1.21 -0.32
H -2.55 -0.64 -0.41
H 2.49 -0.49 -0.16
H -0.06 0.45 1.46
```

What are the Mulliken partial charges on each atom? They are as follows, in elementary charge units: O -0.41; C 0.21; N -0.46; C 0.08; N -0.31; N -0.20; H 0.36; H 0.38; H 0.35

Run two
C2H3N3O | wB97M-V/def2-TZVPD

LUMO = 0.009 Eh
SMILES = N#CNC(N)=O
2S+1 = 1

```
9
C2H3N3O (wB97M-V/def2-TZVPD)
C -0.99 -1.60 0.13
C 0.59 0.37 0.48
N -0.88 -2.75 0.16
N 0.88 1.22 -0.54
N -1.01 -0.28 0.09
O 1.09 -0.06 1.43
H 0.28 1.19 -1.39
H 1.88 1.62 -0.66
H -1.83 0.28 0.30
```

What are the Mulliken partial charges on each atom? They are as follows, in elementary charge units: C 0.38; C 0.52; N -0.46; N -0.41; N -0.45; O -0.38; H 0.28; H 0.28; H 0.23

So which one is most stable? That would be run two, about 0.1576 hartree below the next structure.

Run one
C2H3N3O | wB97M-V/def2-TZVPD

LUMO = 0.030 Eh
SMILES = Oc1cn[nH]n1
2S+1 = 1

```
9
C2H3N3O (wB97M-V/def2-TZVPD)
O -1.93 -0.24 -0.24
C -0.60 -0.10 -0.20
N 0.19 -1.10 0.00
N 1.44 -0.55 0.14
N 1.40 0.82 0.02
C 0.16 1.11 -0.27
H -2.09 -1.18 -0.06
H 1.62 -0.88 1.08
H -0.20 2.11 -0.48
```

What are the Mulliken partial charges on each atom? They are as follows, in elementary charge units: O -0.51; C 0.72; N -0.51; N -0.03; N -0.42; C -0.32; H 0.37; H 0.29; H 0.41

Run two
C2H3N3O | wB97M-V/def2-TZVPD

LUMO (spin up / spin down) = -0.042 / -0.042 Eh
2S+1 = 1

```
9
C2H3N3O (wB97M-V/def2-TZVPD)
C 1.08 -0.24 0.77
C -0.15 0.09 -0.05
N -0.72 1.11 0.36
O -2.08 0.87 -1.11
N -1.63 -0.15 -1.65
N -0.58 -0.69 -1.18
H 0.89 -1.24 1.17
H 1.92 -0.20 0.08
H 1.27 0.44 1.61
```

What are the Mulliken partial charges on each atom? They are as follows, in elementary charge units: C -0.78; C 0.67; N -0.29; O -0.27; N 0.17; N -0.31; H 0.26; H 0.25; H 0.31

So which one is most stable? That would be run one, about 0.0995 hartree below the next structure.

Run one
C2H3N3O | wB97M-V/def2-TZVPD

LUMO = 0.004 Eh
SMILES = OC1=NCN=N1
2S+1 = 1

```
9
C2H3N3O (wB97M-V/def2-TZVPD)
O -1.43 -1.09 -1.23
C -0.56 -0.39 -0.52
N 0.67 -0.98 -0.15
N 1.35 -0.08 0.42
C 0.45 1.04 0.62
N -0.73 0.82 -0.12
H -1.04 -1.97 -1.38
H 0.45 0.59 1.65
H 0.82 2.06 0.71
```

What are the Mulliken partial charges on each atom? They are as follows, in elementary charge units: O -0.46; C 0.59; N -0.23; N -0.30; C -0.11; N -0.46; H 0.36; H 0.22; H 0.39

Run two
C2H3N3O | wB97M-V/def2-TZVPD

LUMO = 0.014 Eh
2S+1 = 1

```
9
C2H3N3O (wB97M-V/def2-TZVPD)
N -1.45 0.08 0.13
C -0.31 -0.56 -0.12
C 0.99 0.05 -0.36
N 1.63 0.87 0.42
N 2.19 1.58 1.12
O -0.29 -1.74 -0.51
H -2.26 -0.51 0.06
H -1.50 1.04 0.42
H 1.01 -0.82 -1.15
```

What are the Mulliken partial charges on each atom? They are as follows, in elementary charge units: N -0.38; C 0.48; C -0.04; N 0.46; N -0.66; O -0.62; H 0.25; H 0.20; H 0.32

So which one is most stable? That would be run one, about 0.0430 hartree below the next structure.

Run one
C2H3N3O | wB97M-V/def2-TZVPD

LUMO = 0.021 Eh
SMILES = Nc1conn1
2S+1 = 1

```
9
C2H3N3O (wB97M-V/def2-TZVPD)
C -0.18 0.00 -0.14
C 0.09 -0.54 1.12
H -0.94 0.88 -1.63
H -0.73 2.13 -0.10
H -0.40 -0.16 2.10
N -0.97 1.03 -0.55
N 1.40 -1.31 -0.58
N 0.67 -0.57 -1.13
O 1.05 -1.45 0.91
```

What are the Mulliken partial charges on each atom? They are as follows, in elementary charge units: C 0.10; C 0.05; H 0.31; H 0.29; H 0.32; N -0.57; N -0.15; N -0.12; O -0.24

Run two
C2H3N3O | wB97M-V/def2-TZVPD

LUMO = 0.023 Eh
SMILES = Oc1nnc[nH]1
2S+1 = 1

```
9
C2H3N3O (wB97M-V/def2-TZVPD)
O 0.62 0.97 -1.63
C 0.38 0.20 -0.57
N -0.77 0.46 0.16
C -0.72 -0.58 1.09
N 0.33 -1.32 0.95
N 1.08 -0.78 -0.11
H 1.23 0.48 -2.19
H -1.54 -0.80 1.77
H -0.61 1.39 0.54
```

What are the Mulliken partial charges on each atom? They are as follows, in elementary charge units: O -0.48; C 0.45; N -0.28; C -0.01; N -0.30; N -0.43; H 0.38; H 0.39; H 0.29

So which one is most stable? That would be run two, about 0.0988 hartree below the next structure.

Run one
C6H8N2O2S | wB97M-V/def2-TZVPD

LUMO = 0.023 Eh
SMILES = Nc1ccc(S(N)(=O)=O)cc1
2S+1 = 1

```
19
C6H8N2O2S (wB97M-V/def2-TZVPD)
C 2.66 0.10 0.16
C 1.87 1.34 -0.06
C 0.42 1.14 0.03
C -0.11 -0.01 0.15
C 0.66 -1.21 0.12
C 2.03 -1.18 0.11
H 4.56 0.67 -0.70
H 4.62 -0.88 0.34
H 2.39 2.22 -0.11
H -0.16 1.98 -0.31
H 0.00 -2.07 -0.08
H 2.75 -1.98 -0.18
H -2.59 0.72 1.83
H -2.74 -0.95 2.01
N 4.01 0.09 0.04
N -2.53 -0.08 1.28
O -1.88 -1.37 -0.89
O -2.38 1.34 -0.54
S -1.90 -0.04 -0.23
```

What are the Mulliken partial charges on each atom? They are as follows, in elementary charge units: C 0.81; C -1.07; C 0.01; C 0.00; C -0.38; C -0.71; H 0.22; H 0.26; H 0.48; H 0.43; H 0.38; H 0.25; H 0.23; H 0.25; N -0.56; N -0.48; O -0.65; O -0.65; S 1.19

Run two
C6H8N2O2S | wB97M-V/def2-TZVPD

LUMO (spin up / spin down) = -0.043 / -0.057 Eh
2S+1 = 1

```
19
C6H8N2O2S (wB97M-V/def2-TZVPD)
C 1.13 1.20 0.23
C 1.17 -1.35 0.30
C -0.07 -0.78 0.05
C 2.23 0.71 -0.52
C 2.41 -0.82 -0.11
C -1.31 -1.05 -0.49
N 0.06 0.62 0.50
N -2.54 0.54 1.32
O -2.61 1.13 -1.10
O -3.89 -0.79 -0.38
S -2.72 -0.02 -0.27
H 1.11 2.23 0.56
H 2.00 0.93 -1.61
H 3.16 1.31 -0.27
H 3.13 -1.15 0.55
H 2.77 -1.31 -1.10
H -1.50 -1.94 -1.04
H -1.63 0.78 1.46
H -2.92 -0.26 1.91
```

What are the Mulliken partial charges on each atom? They are as follows, in elementary charge units: C -0.28; C -1.03; C 1.40; C -0.57; C -0.31; C -1.02; N -0.35; N -0.65; O -0.64; O -0.64; S 1.23; H 0.46; H 0.29; H 0.30; H 0.40; H 0.27; H 0.41; H 0.45; H 0.29

So which one is most stable? That would be run one, about 0.0878 hartree below the next structure.

Run one
C6H12IN2 | wB97M-V/def2-TZVPD

LUMO = -0.144 Eh
SMILES = C/N=C(\C)[C@H]1[C@H](I)[N@H+]1C
net charge = +1
2S+1 = 1

```
21
C6H12IN2 (wB97M-V/def2-TZVPD)
C 1.05 0.34 -1.05
C -0.33 0.86 -0.56
C 2.02 0.08 -0.02
C -1.47 0.48 -1.43
C -1.45 1.51 1.54
C 0.50 -1.80 0.72
N -0.24 1.28 0.60
N 1.24 -1.07 -0.39
I 4.15 -0.45 -0.37
H 0.75 0.28 -2.08
H 1.67 0.47 0.91
H -2.27 1.19 -1.60
H -2.06 -0.43 -1.09
H -1.09 0.09 -2.45
H -0.96 1.68 2.44
H -1.92 2.43 1.45
H -2.12 0.69 1.56
H 0.22 -2.72 0.40
H 1.28 -1.87 1.48
H -0.40 -1.23 0.94
H 1.44 -1.80 -1.02
```

What are the Mulliken partial charges on each atom? They are as follows, in elementary charge units: C -0.05; C 0.71; C -0.86; C -1.24; C -1.08; C -0.86; N -0.41; N 0.02; I 0.16; H 0.49; H 0.59; H 0.38; H 0.27; H 0.34; H 0.41; H 0.38; H 0.37; H 0.42; H 0.35; H 0.23; H 0.38

Run two
C6H12IN2 | wB97M-V/def2-TZVPD

LUMO = -0.138 Eh
net charge = +1
2S+1 = 1

```
21
C6H12IN2 (wB97M-V/def2-TZVPD)
C -2.16 -0.09 0.39
C -2.05 -1.43 0.17
C -1.15 1.05 0.48
C 0.33 -2.13 -0.32
C -0.79 1.77 -0.59
C 0.23 2.78 -0.47
N 1.03 -1.09 0.08
N -0.99 -2.31 -0.33
I 4.72 -0.38 -0.10
H -3.05 0.22 0.87
H -3.03 -2.00 0.31
H -0.93 1.34 1.52
H 0.56 -0.18 0.26
H 0.86 -3.12 -0.37
H 0.58 2.84 0.59
H -0.17 3.70 -0.91
H 1.21 2.61 -0.96
H 2.02 -0.97 0.09
H -0.98 1.48 -1.60
H 5.13 -0.85 1.37
H -1.36 -3.24 -0.48
```

What are the Mulliken partial charges on each atom? They are as follows, in elementary charge units: C -0.37; C -0.19; C -1.02; C 0.20; C 0.46; C -1.13; N -0.01; N -0.12; I -0.06; H 0.35; H 0.30; H 0.36; H 0.18; H 0.32; H 0.29; H 0.35; H 0.30; H -0.01; H 0.35; H 0.14; H 0.29

Run three
C6H12IN2 | wB97M-V/def2-TZVPD

LUMO = -0.116 Eh
net charge = +1
2S+1 = 1

```
21
C6H12IN2 (wB97M-V/def2-TZVPD)
C 0.42 -2.00 -0.98
C 0.23 -0.49 0.79
C 1.27 -1.64 1.27
C -2.13 1.38 -1.39
C -0.22 2.98 -0.69
C -0.87 1.87 -1.47
N -0.30 -1.06 -0.43
N 1.37 -2.38 -0.12
I 0.47 0.97 -3.13
H 0.22 -2.58 -1.89
H -0.56 -0.24 1.49
H 0.61 0.54 0.72
H 2.24 -1.36 1.60
H 0.77 -2.34 1.89
H -2.63 0.85 -2.29
H -0.92 -0.40 -0.98
H -2.79 1.88 -0.67
H -0.05 3.80 -1.32
H 0.74 2.80 -0.09
H -1.07 3.28 0.04
H 2.07 -3.24 -0.18
```

What are the Mulliken partial charges on each atom? They are as follows, in elementary charge units: C -0.02; C -0.27; C -0.42; C -0.51; C -1.04; C -0.01; N -0.03; N -0.29; I 0.06; H 0.44; H 0.40; H 0.06; H 0.35; H 0.30; H 0.30; H 0.11; H 0.27; H 0.40; H 0.29; H 0.30; H 0.29

So which one is most stable? That would be run two, about 0.0067 hartree below the next structure.

Run one
C5H6 | wB97M-V/def2-TZVPD

LUMO = 0.043 Eh
SMILES = C#CC1CC1
2S+1 = 1

```
11
C5H6 (wB97M-V/def2-TZVPD)
C -2.56 -0.06 -0.14
C -1.34 0.00 0.06
C 0.02 0.00 0.54
C 1.17 -0.77 -0.22
C 1.02 0.74 -0.23
H -3.62 -0.02 -0.23
H 0.25 -0.02 1.62
H 1.96 -1.03 0.44
H 0.79 -1.50 -0.97
H 0.56 1.21 -1.11
H 1.75 1.44 0.23
```

What are the Mulliken partial charges on each atom? They are as follows, in elementary charge units: C 0.12; C -0.73; C -0.01; C -0.60; C -0.56; H 0.44; H 0.29; H 0.27; H 0.27; H 0.27; H 0.23

Run two
C5H6 | wB97M-V/def2-TZVPD

LUMO = 0.039 Eh
SMILES = C#CCC=C
2S+1 = 1

```
11
C5H6 (wB97M-V/def2-TZVPD)
C -2.00 -0.72 0.10
C -1.14 0.34 -0.40
C 0.05 0.77 0.34
C 1.32 0.11 -0.01
C 2.32 -0.52 -0.14
H -2.83 -0.94 -0.59
H -1.98 -1.32 1.17
H -1.49 1.14 -1.41
H -0.24 0.72 1.42
H 0.17 1.79 0.28
H 3.11 -1.27 -0.25
```

What are the Mulliken partial charges on each atom? They are as follows, in elementary charge units: C -0.65; C -0.03; C -0.74; C -0.34; C 0.07; H 0.27; H 0.22; H 0.20; H 0.27; H 0.33; H 0.39

Run three
C5H6 | wB97M-V/def2-TZVPD

LUMO = 0.044 Eh
SMILES = C=C1C=CC1
2S+1 = 1

```
11
C5H6 (wB97M-V/def2-TZVPD)
C 1.62 0.46 -0.76
C -1.03 -0.25 -0.57
C 0.07 -0.01 1.23
C -1.22 -0.31 0.95
C 0.43 0.19 -0.23
H 1.81 0.57 -1.89
H 2.37 0.64 -0.11
H -0.97 -1.17 -1.01
H -1.54 0.52 -1.15
H 0.53 0.00 2.14
H -2.06 -0.63 1.40
```

What are the Mulliken partial charges on each atom? They are as follows, in elementary charge units: C -0.79; C -0.47; C -0.65; C -0.32; C 0.24; H 0.22; H 0.33; H 0.25; H 0.27; H 0.46; H 0.46

Run four
C5H6 | wB97M-V/def2-TZVPD

LUMO = 0.047 Eh
SMILES = C1=CCC=C1
2S+1 = 1

```
11
C5H6 (wB97M-V/def2-TZVPD)
C -0.97 -0.25 -0.56
C -0.42 1.13 -0.06
C 0.73 0.92 0.59
C 1.05 -0.58 0.53
C 0.12 -1.26 -0.13
H -1.88 -0.41 -0.08
H -1.28 -0.14 -1.63
H -0.64 2.15 -0.47
H 1.23 1.71 1.17
H 1.95 -0.90 0.91
H 0.11 -2.36 -0.26
```

What are the Mulliken partial charges on each atom? They are as follows, in elementary charge units: C -0.37; C -0.40; C -0.37; C -0.42; C -0.43; H 0.26; H 0.27; H 0.31; H 0.36; H 0.47; H 0.33

So which one is most stable? That would be run four, about 0.0449 hartree below the next structure.